Below is C17H18N4O3S in the gas phase, with properties calculated with ωB97M-V/def2-TZVPD.

```
! RIJCOSX wB97M-V def2-TZVPD def2/J DEFGRID3
* xyz 0 1
C -3.959 -2.372 1.500
C -2.963 -2.951 0.504
C -2.830 -2.134 -0.785
N -2.257 -0.815 -0.544
C -3.032 0.311 -0.405
C -4.432 0.289 -0.487
C -5.169 1.443 -0.347
C -4.551 2.669 -0.115
C -3.183 2.719 -0.028
C -2.413 1.557 -0.170
C -0.981 1.628 -0.078
C -0.231 0.472 -0.222
C -0.876 -0.801 -0.458
O -0.264 -1.863 -0.592
C 1.232 0.577 -0.133
O 1.800 1.660 0.069
N 1.942 -0.564 -0.286
C 3.302 -0.600 -0.243
N 3.992 -1.680 -0.397
N 5.300 -1.477 -0.321
C 5.641 -0.255 -0.109
C 7.051 0.197 0.013
C 7.180 1.701 0.209
H 8.228 1.981 0.287
H 6.740 2.236 -0.630
H 6.670 2.013 1.118
H 7.586 -0.115 -0.888
H 7.507 -0.334 0.854
S 4.268 0.836 0.027
H 1.406 -1.429 -0.450
O -0.444 2.811 0.142
H 0.553 2.688 0.174
H -2.664 3.648 0.151
H -5.142 3.564 -0.006
H -6.245 1.390 -0.415
H -4.961 -0.633 -0.653
H -3.787 -2.035 -1.293
H -2.137 -2.656 -1.450
H -3.269 -3.961 0.227
H -1.977 -3.018 0.966
H -4.965 -2.362 1.084
H -3.690 -1.356 1.780
H -3.974 -2.979 2.402
*
```

Output
Electronic energy, eV: -40861.09166
Energy above the lowest of the compared OMol25 structures with the same formula, charge and spin, kcal/mol: 0.0
SMILES string: CCCn1c(=O)c(C(=O)Nc2nnc(CC)s2)c(O)c2ccccc21
Orbital gap, eV: 8.29

Atom charges from the Mulliken analysis, given in e for atoms 1 to 8: C -1.17; C -0.26; C -1.30; N 0.14; C 0.53; C -0.76; C -0.78; C -0.72

***

Below is 2 unconnected molecules or ions with the total composition C3H10N2O2, with properties calculated with ωB97M-V/def2-TZVPD.

```
! RIJCOSX wB97M-V def2-TZVPD def2/J DEFGRID3
* xyz 0 1
C -0.076 -0.348 1.010
C -1.004 -0.507 -0.082
C 2.385 0.993 -0.848
N -1.122 -1.877 -0.520
N -2.209 0.300 -0.096
O 1.129 0.581 -0.398
O -0.332 0.565 1.943
H 0.477 0.800 2.417
H 0.661 -1.113 1.220
H -0.165 0.047 -0.800
H -1.840 -2.367 0.004
H -1.392 -1.903 -1.496
H -1.975 1.285 -0.149
H -2.766 0.165 0.743
H 2.283 1.652 -1.723
H 2.912 1.569 -0.070
H 3.032 0.156 -1.154
*
```

Output
Electronic energy, eV: -10344.87052
Energy above the lowest of the compared OMol25 structures with the same formula, charge and spin, kcal/mol: 106.5
Orbital gap, eV: 8.98

Atom charges from the Mulliken analysis, given in e for atoms 1 to 8: C 0.00; C 0.28; C -0.82; N -0.58; N -0.61; O -0.53; O -0.43; H 0.40

***

Below is a molecular structure, H9LiO5, with properties calculated with ωB97M-V/def2-TZVPD.

```
! RIJCOSX wB97M-V def2-TZVPD def2/J DEFGRID3
* xyz 0 1
Li -14.950 -12.767 30.506
O -15.868 -12.648 28.669
H -16.210 -11.665 28.512
O -14.262 -11.484 30.661
H -13.515 -11.169 31.262
H -13.818 -11.149 30.015
O -16.629 -15.091 28.754
H -16.436 -14.006 28.713
H -16.034 -15.410 29.533
O -16.090 -14.453 31.345
H -16.521 -15.375 31.324
H -16.715 -13.849 31.741
O -13.112 -13.888 30.666
H -13.203 -14.838 30.601
H -12.870 -13.968 29.691
*
```

Output
Electronic energy, eV: -10586.94114
Energy above the lowest of the compared OMol25 structures with the same formula, charge and spin, kcal/mol: 58.7
Orbital gap, eV: 7.83

Atom charges from the Mulliken analysis, given in e for atoms 1 to 8: Li 0.83; O -1.03; H 0.18; O -0.54; H 0.32; H 0.27; O -0.71; H 0.48

***

Below is 2 unconnected molecules or ions with the total composition C6H8ClFO6S, with properties calculated with ωB97M-V/def2-TZVPD.

```
! RIJCOSX wB97M-V def2-TZVPD def2/J DEFGRID3
* xyz -2 1
C -0.770 -0.677 1.040
C 0.300 -0.236 0.085
F 1.086 0.755 0.574
C -0.362 0.263 -1.164
C -0.874 1.700 -1.206
C -0.854 2.019 -2.719
Cl 0.205 3.416 -2.995
C -0.264 0.718 -3.300
O -0.478 0.200 -4.305
O 0.533 0.240 -2.334
H -1.495 0.133 1.114
H -1.229 -1.558 0.619
H -0.375 -0.940 2.019
H 0.908 -1.082 -0.196
H -1.192 -0.361 -1.492
H -0.265 2.399 -0.655
H -1.838 1.759 -0.714
H -1.886 2.133 -3.025
O 1.214 -2.603 2.414
S 1.776 -2.177 3.735
O 3.084 -2.853 3.961
O 0.818 -2.553 4.817
O 1.961 -0.696 3.727
*
```

Output
Electronic energy, eV: -44711.19973
Energy above the lowest of the compared OMol25 structures with the same formula, charge and spin, kcal/mol: 0.0
Orbital gap, eV: 3.49

Atom charges from the Mulliken analysis, given in e for atoms 1 to 8: C -1.22; C 0.36; F -0.33; C 0.21; C -1.11; C 0.46; Cl -0.23; C 0.22

***

Below is a molecular structure, C30H41FNSb2Tl, with properties calculated with ωB97M-V/def2-TZVPD.

```
! RIJCOSX wB97M-V def2-TZVPD def2/J DEFGRID3
* xyz 0 1
Tl -1.491 -0.897 -1.095
C 0.058 -0.438 -4.365
C 0.782 -1.611 -3.699
C 1.433 -2.507 -4.757
C 1.798 -1.127 -2.679
C 2.891 -0.394 -3.138
C 3.861 0.061 -2.266
C 3.742 -0.230 -0.918
C 2.665 -0.954 -0.411
C 2.636 -1.154 1.097
C 2.246 -2.545 1.602
C 1.754 -0.091 1.754
C 1.664 -1.397 -1.300
N 0.512 -2.070 -0.812
C 0.503 -3.435 -0.873
C 1.559 -4.241 -1.347
C 1.477 -5.627 -1.354
C 0.346 -6.285 -0.897
C -0.720 -5.524 -0.426
C -0.617 -4.157 -0.428
F -1.687 -3.423 0.038
H -0.736 -0.796 -5.026
H 0.752 0.158 -4.964
H -0.389 0.232 -3.625
H 0.046 -2.224 -3.179
H 2.171 -1.956 -5.345
H 0.677 -2.892 -5.447
H 1.932 -3.357 -4.290
H 2.984 -0.183 -4.198
H 4.710 0.626 -2.633
H 4.510 0.111 -0.229
H 3.663 -0.974 1.428
H 1.171 -2.705 1.534
H 2.541 -2.642 2.650
H 2.743 -3.334 1.036
H 0.736 -0.179 1.369
H 2.121 0.918 1.542
H 1.725 -0.229 2.839
H 2.462 -3.757 -1.701
H 2.319 -6.199 -1.724
H 0.285 -7.366 -0.904
H -1.631 -5.980 -0.057
C -3.032 -0.852 3.953
Sb -2.103 -0.007 2.208
C -3.856 1.016 1.520
C -1.105 1.631 3.274
C -1.726 2.977 3.071
C -2.862 3.317 3.809
C -3.519 4.522 3.630
C -3.038 5.427 2.694
C -1.894 5.120 1.975
C -1.214 3.913 2.151
C 0.045 3.670 1.370
Sb -0.195 2.284 -0.280
C 1.451 3.026 -1.435
C -1.714 3.443 -1.259
H -2.263 -1.115 4.680
H -3.574 -1.756 3.676
H -3.725 -0.140 4.402
H -4.220 1.733 2.252
H -4.625 0.264 1.332
H -3.645 1.533 0.582
H -0.060 1.602 2.973
H -1.153 1.341 4.326
H -3.237 2.606 4.539
H -4.399 4.754 4.216
H -3.539 6.374 2.537
H -1.502 5.840 1.265
H 0.851 3.286 1.999
H 0.393 4.604 0.926
H 1.407 4.115 -1.493
H 1.403 2.607 -2.440
H 2.394 2.720 -0.980
H -1.350 4.444 -1.494
H -2.581 3.530 -0.601
H -2.018 2.945 -2.180
*
```

Output
Electronic energy, eV: -53751.00438
Energy above the lowest of the compared OMol25 structures with the same formula, charge and spin, kcal/mol: 0.0
Orbital gap, eV: 7.10

Atom charges from the Mulliken analysis, given in e for atoms 1 to 8: Tl 0.61; C -1.42; C 0.66; C -1.63; C 1.01; C -0.11; C -1.58; C -0.96

***

Below is C4H6N2 in the gas phase, with properties calculated with ωB97M-V/def2-TZVPD.

```
! RIJCOSX wB97M-V def2-TZVPD def2/J DEFGRID3
* xyz 0 1
C 1.433 -0.154 0.210
C -0.029 0.208 0.105
C -1.057 -0.780 -0.342
N -0.976 -0.304 1.049
C -0.224 2.040 -1.331
N -0.215 1.605 -0.230
H 1.959 -0.159 -0.756
H 1.517 -1.147 0.654
H 1.923 0.568 0.865
H -1.882 -0.481 -0.989
H -0.799 -1.839 -0.425
H -1.650 0.443 1.191
*
```

Output
Electronic energy, eV: -7222.67246
Energy above the lowest of the compared OMol25 structures with the same formula, charge and spin, kcal/mol: 67.3
Orbital gap, eV: 10.61

Atom charges from the Mulliken analysis, given in e for atoms 1 to 8: C -1.24; C 1.03; C -0.56; N -0.64; C -0.05; N -0.31; H 0.28; H 0.38

***

Below is C5H5NO in the gas phase, with properties calculated with ωB97M-V/def2-TZVPD.

```
! RIJCOSX wB97M-V def2-TZVPD def2/J DEFGRID3
* xyz 0 1
C 1.075 1.195 1.206
C 0.255 0.396 0.470
C -0.081 -0.658 -1.848
C -0.663 -0.441 1.038
C -1.729 -1.058 1.235
H 1.075 1.014 2.216
H 1.829 1.849 0.867
H 1.168 0.803 -1.138
H -0.893 -1.352 -1.656
H -2.681 -1.581 1.555
N 0.400 0.243 -0.925
O 0.244 -0.411 -3.018
*
```

Output
Electronic energy, eV: -8800.19908
Energy above the lowest of the compared OMol25 structures with the same formula, charge and spin, kcal/mol: 74.3
SMILES string: C#CC(=C)NC=O
Orbital gap, eV: 9.17

Atom charges from the Mulliken analysis, given in e for atoms 1 to 8: C -1.25; C 0.79; C 0.09; C -0.25; C -0.20; H 0.33; H 0.35; H 0.18

***

Below is C3H10N2O in the gas phase, with properties calculated with ωB97M-V/def2-TZVPD.

```
! RIJCOSX wB97M-V def2-TZVPD def2/J DEFGRID3
* xyz 0 1
C -1.078 -0.563 -0.268
N 0.196 -0.117 -0.836
C 1.398 -0.258 -0.086
O 2.389 -0.931 -0.840
C -1.498 0.147 1.016
N -1.473 1.579 0.829
H -1.820 -0.346 -1.030
H -1.033 -1.639 -0.121
H 0.077 0.796 -1.238
H 1.228 -0.833 0.818
H 1.825 0.725 0.145
H 1.885 -1.491 -1.450
H -0.868 -0.179 1.847
H -2.503 -0.223 1.232
H -2.161 2.097 1.361
H -0.553 1.959 1.021
*
```

Output
Electronic energy, eV: -8300.34579
Energy above the lowest of the compared OMol25 structures with the same formula, charge and spin, kcal/mol: 26.7
SMILES string: NCCNCO
Orbital gap, eV: 10.00

Atom charges from the Mulliken analysis, given in e for atoms 1 to 8: C -0.77; N -0.35; C -0.28; O -0.51; C -0.33; N -0.57; H 0.38; H 0.31

***

Below is 2 unconnected molecules or ions with the total composition C6H5BrOS, with properties calculated with ωB97M-V/def2-TZVPD.

```
! RIJCOSX wB97M-V def2-TZVPD def2/J DEFGRID3
* xyz 0 1
C -1.833 0.253 -0.428
C -1.080 -0.796 -0.899
C -1.353 1.143 0.534
C 0.256 -0.853 -0.564
C -0.050 0.996 1.012
C 0.728 -0.092 0.481
O 2.661 -2.516 0.145
S 2.380 -0.225 1.102
Br 3.480 0.740 -0.476
H -2.822 0.626 -0.715
H -1.592 -1.303 -1.726
H -2.001 1.963 0.843
H 0.869 -1.621 -1.019
H 0.356 1.686 1.710
*
```

Output
Electronic energy, eV: -89222.34320
Energy above the lowest of the compared OMol25 structures with the same formula, charge and spin, kcal/mol: 133.1
Orbital gap (alpha / beta), eV: 7.70 / 8.13

Atom charges from the Mulliken analysis, given in e for atoms 1 to 8: C -0.17; C -0.61; C -0.39; C -0.01; C -0.40; C 0.27; O -0.42; S -0.05

***

Below is 6 unconnected molecules or ions with the total composition C5H25N3O5, with properties calculated with ωB97M-V/def2-TZVPD.

```
! RIJCOSX wB97M-V def2-TZVPD def2/J DEFGRID3
* xyz 0 1
C 0.963 2.200 -2.760
C 0.094 1.778 -1.501
C 0.385 0.419 -0.945
C -0.283 -0.747 -1.806
N -1.628 -0.962 -1.203
C -1.734 -2.290 -0.506
N -2.498 -2.154 0.719
N 2.273 1.528 -2.759
H 1.201 3.255 -2.464
H 0.411 2.355 -3.674
H -0.990 1.795 -1.724
H 0.199 2.657 -0.854
H 1.411 0.165 -0.671
H -0.053 0.284 0.050
H -0.389 -0.424 -2.845
H 0.481 -1.524 -1.722
H -1.847 -0.229 -0.547
H -2.197 -2.874 -1.293
H -0.785 -2.805 -0.300
H -3.465 -2.411 0.556
H -2.555 -1.202 1.055
H 3.001 1.952 -2.219
H 2.523 1.143 -3.652
H 0.284 -0.003 4.221
H 1.551 -0.359 3.658
O 1.019 0.449 3.792
H -2.793 2.406 1.977
H -2.782 1.114 1.328
O -3.380 1.630 1.895
H 3.159 -1.545 -1.258
H 3.797 -1.670 0.171
O 3.053 -1.937 -0.393
H 0.373 -1.734 2.620
H 1.272 -2.864 3.210
O 0.725 -2.114 3.424
H 0.223 1.576 1.566
H -0.366 1.587 2.891
O -0.654 1.555 1.965
*
```

Output
Electronic energy, eV: -20296.39956
Energy above the lowest of the compared OMol25 structures with the same formula, charge and spin, kcal/mol: 62.3
SMILES string: NCCCCNCN.O.O.O.O.O
Orbital gap, eV: 8.67

Atom charges from the Mulliken analysis, given in e for atoms 1 to 8: C -0.79; C -0.54; C -0.13; C -0.79; N -0.39; C -0.30; N -0.59; N -0.42

***

Below is a molecular structure, C44H47BClF4NP2Pb, with properties calculated with ωB97M-V/def2-TZVPD.

```
! RIJCOSX wB97M-V def2-TZVPD def2/J DEFGRID3
* xyz 0 1
Pb -0.019 -0.174 0.006
C -0.786 2.486 6.197
C 0.094 2.819 5.175
C 0.371 1.905 4.175
C -0.235 0.651 4.187
C -1.118 0.318 5.209
C -1.390 1.238 6.213
P 0.131 -0.492 2.821
C -0.400 -2.118 3.422
C -1.761 -2.397 3.309
C -2.266 -3.611 3.738
C -1.408 -4.569 4.263
C -0.052 -4.302 4.365
C 0.456 -3.079 3.947
C 1.950 -0.518 2.806
C 2.622 -0.533 4.004
C 4.023 -0.638 4.065
C 4.742 -0.731 2.911
C 4.102 -0.681 1.651
C 4.872 -0.750 0.463
C 4.281 -0.679 -0.759
C 2.882 -0.502 -0.843
C 2.126 -0.436 0.282
C 2.689 -0.551 1.581
H -1.001 3.201 6.981
H 0.557 3.796 5.142
H 1.040 2.183 3.375
H -1.595 -0.653 5.226
H -2.075 0.975 7.009
H -2.425 -1.660 2.875
H -3.325 -3.815 3.644
H -1.796 -5.527 4.583
H 0.620 -5.049 4.767
H 1.518 -2.890 4.022
H 2.060 -0.465 4.928
H 4.517 -0.655 5.027
H 5.820 -0.835 2.939
H 5.946 -0.856 0.551
H 4.872 -0.738 -1.664
H 2.423 -0.425 -1.817
C -0.765 -1.250 -5.319
C -0.025 -1.382 -3.986
C -0.431 -2.703 -3.333
P -0.166 0.025 -2.789
C 0.951 1.365 -3.417
C 0.759 1.819 -4.862
C 0.873 2.546 -2.463
C -1.845 0.658 -2.736
C -2.490 1.039 -3.929
C -3.798 1.459 -3.981
C -4.452 1.873 -5.268
C -4.495 1.489 -2.768
C -3.901 1.137 -1.585
C -2.551 0.722 -1.518
N -2.007 0.536 -0.245
C -2.903 0.143 0.807
C -3.720 -0.994 0.710
C -3.734 -1.904 -0.487
C -4.574 -1.286 1.771
C -4.622 -0.509 2.920
C -5.526 -0.864 4.068
C -3.811 0.618 2.983
C -2.978 0.978 1.933
C -2.244 2.281 1.958
H -0.513 -2.120 -5.928
H -0.513 -0.362 -5.891
H -1.844 -1.265 -5.160
H 1.056 -1.410 -4.177
H -1.492 -2.693 -3.075
H 0.127 -2.913 -2.424
H -0.268 -3.519 -4.039
H 1.953 0.930 -3.340
H -0.213 2.292 -5.005
H 0.876 1.013 -5.583
H 1.517 2.571 -5.088
H -0.122 2.992 -2.455
H 1.591 3.315 -2.749
H 1.117 2.269 -1.441
H -1.925 1.018 -4.850
H -3.742 1.847 -6.094
H -4.850 2.887 -5.201
H -5.284 1.213 -5.521
H -5.529 1.816 -2.754
H -4.465 1.212 -0.667
H -2.766 -1.945 -0.976
H -4.471 -1.578 -1.226
H -3.991 -2.916 -0.177
H -5.206 -2.164 1.697
H -6.037 -1.809 3.892
H -6.284 -0.094 4.222
H -4.959 -0.951 4.997
H -3.847 1.259 3.858
H -2.501 2.859 2.844
H -2.460 2.869 1.066
H -1.166 2.151 1.958
F -0.355 3.745 -0.021
B 0.772 3.551 0.768
F 0.974 2.085 0.884
F 0.586 4.045 2.049
F 1.905 4.059 0.170
Cl -0.403 -2.675 0.139
*
```

Output
Electronic energy, eV: -95783.23206
Energy above the lowest of the compared OMol25 structures with the same formula, charge and spin, kcal/mol: 0.0
Orbital gap, eV: 7.39

Atom charges from the Mulliken analysis, given in e for atoms 1 to 8: Pb 1.48; C -0.71; C -0.58; C -0.23; C 0.35; C -0.72; C -0.62; P 2.02

***

Below is 2 unconnected molecules or ions with the total composition C3H4N2S, with properties calculated with ωB97M-V/def2-TZVPD.

```
! RIJCOSX wB97M-V def2-TZVPD def2/J DEFGRID3
* xyz 0 1
C -0.270 -2.204 -0.272
C -1.710 -0.272 0.503
C -0.228 -0.840 0.300
N -0.104 -3.224 -0.760
N 0.471 0.068 -0.543
S -2.723 -0.781 1.597
H -1.725 0.655 -0.056
H 0.280 -1.216 1.622
H 0.010 1.040 -0.439
H 1.494 0.045 -0.360
*
```

Output
Electronic energy, eV: -16988.16760
Energy above the lowest of the compared OMol25 structures with the same formula, charge and spin, kcal/mol: 76.6
Orbital gap, eV: 8.47

Atom charges from the Mulliken analysis, given in e for atoms 1 to 8: C 0.05; C -0.33; C 0.51; N -0.38; N -0.62; S -0.20; H 0.24; H 0.25